Entry 1:
ORCA calculation (ωB97M-V/def2-TZVPD) on C19H24MnN5O3 as an isolated structure.

Properties
spin multiplicity = 2
energy above the lowest of the compared OMol25 structures with the same formula, charge and spin = 0.000 eV
E = -2388.993633 a.u.
gap between HOMO and LUMO (alpha / beta) = 6.476 / 5.718 eV
charge = -1
HOMO level (alpha / beta) = -3.37 / -2.62 eV
strongest force on any atom = 0.09 eV Å⁻¹

Geometry as XYZ:
```
52
Properties=species:S:1:pos:R:3:forces:R:3
Mn -0.379881 -0.800170 0.834431 0.0 0.0 0.0
O -0.220579 -0.761315 2.931879 0.0 0.0 0.0
O -2.092763 0.317355 0.798097 0.0 0.0 0.0
O 1.463103 -1.566630 0.739482 0.0 0.0 0.0
N -0.273889 1.336011 -2.658566 0.0 0.0 0.0
N -0.610113 2.062962 0.534584 0.0 0.0 0.0
N -0.410662 -1.078997 -1.271346 0.0 0.0 0.1
N 0.332355 1.049481 0.690265 0.0 0.0 0.0
N -0.050595 -2.105952 4.717922 0.0 0.0 0.0
C -3.837536 4.730797 0.180058 0.0 0.0 0.0
C -0.466185 -3.108492 2.509066 0.0 0.0 0.0
C -1.198278 0.327270 -3.163688 0.0 0.0 0.0
C 3.961163 1.098316 0.897527 0.0 0.0 0.0
C -1.578054 -0.646087 -2.054006 0.1 0.0 -0.1
C 2.572573 -0.915278 0.824887 0.0 0.0 0.0
C 2.689380 0.513942 0.815631 0.0 0.0 0.0
C 3.791223 -1.645869 0.914629 0.0 0.0 0.0
C -5.343000 2.877816 0.428336 0.0 0.0 0.0
C 5.122654 0.361166 0.996129 0.0 0.0 0.0
C -4.260670 2.018691 0.560403 0.0 0.0 0.0
C -2.756342 3.873372 0.313785 0.0 0.0 0.0
C -0.237355 -1.905278 3.381120 0.0 0.0 0.0
C -1.221887 -2.686457 1.245824 0.0 0.0 0.0
C -5.135427 4.236563 0.236195 0.0 0.0 0.0
C 1.560891 1.418055 0.692149 0.0 0.0 0.0
C -1.816122 1.547916 0.636569 0.0 0.0 0.0
C 5.018958 -1.034400 1.003262 0.0 0.0 0.0
C -2.959733 2.508156 0.504172 0.0 0.0 0.0
H 0.427549 -0.616359 -1.611830 0.0 0.0 0.0
H -0.899657 -3.912521 3.127808 0.0 0.0 0.0
H -0.697715 -0.212984 -3.975081 0.0 0.0 0.0
H -0.597556 1.756731 -1.789386 0.0 0.0 0.0
H -3.668867 5.791079 0.032585 0.0 0.0 0.0
H -2.287121 -0.170946 -1.376183 0.0 0.0 0.0
H -4.396057 0.955834 0.711522 0.0 0.0 0.0
H -2.130684 0.739836 -3.575947 0.0 0.0 0.0
H 0.132677 -3.036368 5.045992 0.0 0.0 0.0
H 5.914273 -1.643367 1.076160 0.0 0.0 0.0
H 1.774627 2.482786 0.588673 0.0 0.0 0.0
H -5.979303 4.908161 0.131699 0.0 0.0 0.0
H -0.262695 -2.078489 -1.308652 0.0 0.0 0.0
H 0.310731 -1.331571 5.249011 0.0 0.0 0.0
H -2.082079 -1.509394 -2.495068 0.0 0.0 0.0
H -0.116422 2.072216 -3.331990 0.0 0.0 0.0
H -6.351987 2.485440 0.475226 0.0 0.0 0.0
H 4.017113 2.183104 0.881357 0.0 0.0 0.0
H -1.739791 4.240485 0.275770 0.0 0.0 0.0
H 6.086296 0.850079 1.062196 0.0 0.0 0.0
H 0.541512 -3.433369 2.221086 0.0 0.0 0.0
H -1.126788 -3.482900 0.493266 0.0 0.0 0.0
H 3.705366 -2.726633 0.912553 0.0 0.0 0.0
H -2.293719 -2.595626 1.475615 0.0 0.0 0.0
```
Positions in Å, forces in eV/Å.

For each atom in turn, the Löwdin charge in e is: number 1, Mn, carries 0.52; number 2, O, carries 0.01; number 3, O, carries -0.11; number 4, O, carries -0.14; number 5, N, carries 0.01; number 6, N, carries 0.06; number 7, N, carries -0.01; number 8, N, carries -0.08; number 9, N, carries 0.15; number 10, C, carries -0.10; number 11, C, carries -0.24; number 12, C, carries -0.29; number 13, C, carries -0.09; number 14, C, carries -0.23; number 15, C, carries -0.35; number 16, C, carries -0.14; number 17, C, carries -0.04; number 18, C, carries -0.10; number 19, C, carries -0.15; number 20, C, carries -0.03; number 21, C, carries -0.04; number 22, C, carries -0.50; number 23, C, carries -0.24; number 24, C, carries -0.12; number 25, C, carries -0.09; number 26, C, carries -0.49; number 27, C, carries -0.13; number 28, C, carries -0.14; number 29, H, carries 0.08; number 30, H, carries 0.09; number 31, H, carries 0.10; number 32, H, carries 0.05; number 33, H, carries 0.09; number 34, H, carries 0.09; number 35, H, carries 0.11; number 36, H, carries 0.10; number 37, H, carries 0.09; number 38, H, carries 0.09; number 39, H, carries 0.11; number 40, H, carries 0.09; number 41, H, carries 0.08; number 42, H, carries 0.10; number 43, H, carries 0.11; number 44, H, carries 0.06; number 45, H, carries 0.09; number 46, H, carries 0.10; number 47, H, carries 0.10; number 48, H, carries 0.08; number 49, H, carries 0.11; number 50, H, carries 0.02; number 51, H, carries 0.10; number 52, H, carries 0.03

Entry 2:
ORCA calculation (ωB97M-V/def2-TZVPD) on one molecule with the formula C19H24N2O.

Properties
energy above the lowest of the compared OMol25 structures with the same formula, charge and spin = 1.734 eV
E = -923.122927 a.u.
SMILES = COc1ccccc1N1CCN(CCc2ccccc2)CC1
gap between HOMO and LUMO = 8.195 eV
HOMO level = -7.33 eV
strongest force on any atom = 0.59 eV Å⁻¹

Geometry as XYZ:
```
46
Properties=species:S:1:pos:R:3:forces:R:3
O 3.052266 -0.393971 0.339347 -0.5 -0.3 0.1
N 0.862426 -1.669021 -0.639571 0.1 -0.2 0.0
N -1.296542 -0.595952 -1.691098 0.0 -0.1 -0.2
C 0.185355 -1.780744 3.002538 0.0 0.0 0.2
C -3.125160 0.779250 -0.820325 0.2 0.0 -0.3
C 1.113406 -0.575932 -1.561979 0.1 0.3 -0.3
C -1.978279 3.011145 -0.685775 0.0 0.0 0.0
C 0.039451 -1.961376 1.637135 0.1 0.0 -0.1
C 2.101250 -0.792681 1.248860 0.1 0.1 -0.1
C -0.116548 3.374281 0.782595 0.1 0.1 0.0
C -0.989686 3.840071 -0.186202 0.1 0.1 0.0
C -2.112709 1.709577 -0.219783 -0.2 0.0 0.1
C 2.223712 -0.596737 2.612812 0.1 0.1 -0.1
C -0.244191 2.079236 1.254466 0.1 0.0 0.1
C -1.237163 1.254664 0.756734 -0.1 0.1 0.0
C 0.968272 -1.463095 0.725703 0.2 0.0 0.1
C -1.459042 -2.008255 -1.433141 0.0 -0.1 0.1
C -2.508449 0.098113 -2.057968 -0.2 0.0 0.2
C 4.215614 0.230491 0.814118 0.2 0.1 0.1
C -0.109300 -0.331936 -2.466125 0.1 -0.1 0.1
C 1.267460 -1.083390 3.493860 -0.1 0.0 0.1
C -0.071387 -2.627253 -1.171034 -0.1 -0.1 0.0
H -2.110872 -2.120768 -0.561951 0.0 -0.1 0.0
H -0.560683 -2.176900 3.675585 -0.1 0.0 0.0
H 0.657930 4.021437 1.168805 0.1 0.0 0.0
H -2.275780 0.870043 -2.796376 0.0 -0.1 0.0
H -1.326089 0.245805 1.128094 0.0 -0.1 0.0
H -0.056002 -0.961171 -3.373791 0.0 0.1 0.0
H 1.306851 0.329186 -0.989585 0.0 -0.1 -0.1
H -4.021618 1.322440 -1.124882 -0.1 0.0 0.1
H 1.995646 -0.798183 -2.175449 0.0 0.1 0.0
H -0.145277 -3.484552 -0.501433 0.0 0.0 -0.1
H 3.993639 1.180936 1.312123 0.0 -0.1 0.0
H -0.108268 0.712350 -2.781438 0.0 -0.1 0.0
H -3.407162 0.015641 -0.094881 -0.1 0.0 0.0
H 0.348464 -2.984475 -2.118405 -0.1 0.0 0.1
H 1.386235 -0.920830 4.554242 0.0 0.0 0.1
H -2.654300 3.379158 -1.445829 -0.1 0.0 -0.1
H 0.429712 1.703362 2.010864 0.1 0.0 0.1
H 4.823615 0.424706 -0.068750 0.0 0.0 0.1
H -3.245173 -0.585818 -2.507804 0.1 0.1 -0.1
H 3.079337 -0.075947 3.013528 0.1 0.0 0.0
H -0.827273 -2.493625 1.279836 -0.1 0.0 -0.1
H -0.897706 4.851725 -0.555584 0.0 0.1 0.0
H -1.939780 -2.534748 -2.281984 0.0 0.0 0.1
H 4.773797 -0.416259 1.499895 0.0 0.0 0.0
```
Positions in Å, forces in eV/Å.

For each atom in turn, the Löwdin charge in e is: number 1, O, carries -0.11; number 2, N, carries -0.08; number 3, N, carries -0.18; number 4, C, carries -0.10; number 5, C, carries -0.13; number 6, C, carries -0.13; number 7, C, carries -0.05; number 8, C, carries -0.04; number 9, C, carries -0.21; number 10, C, carries -0.10; number 11, C, carries -0.09; number 12, C, carries -0.24; number 13, C, carries -0.04; number 14, C, carries -0.07; number 15, C, carries -0.04; number 16, C, carries -0.16; number 17, C, carries -0.16; number 18, C, carries -0.18; number 19, C, carries -0.09; number 20, C, carries -0.16; number 21, C, carries -0.10; number 22, C, carries -0.14; number 23, H, carries 0.11; number 24, H, carries 0.10; number 25, H, carries 0.10; number 26, H, carries 0.12; number 27, H, carries 0.10; number 28, H, carries 0.12; number 29, H, carries 0.12; number 30, H, carries 0.11; number 31, H, carries 0.12; number 32, H, carries 0.12; number 33, H, carries 0.10; number 34, H, carries 0.12; number 35, H, carries 0.11; number 36, H, carries 0.12; number 37, H, carries 0.10; number 38, H, carries 0.11; number 39, H, carries 0.10; number 40, H, carries 0.09; number 41, H, carries 0.12; number 42, H, carries 0.10; number 43, H, carries 0.10; number 44, H, carries 0.10; number 45, H, carries 0.12; number 46, H, carries 0.10

Entry 3:
ORCA calculation (ωB97M-V/def2-TZVPD) on one molecule with the formula C19H24N2O3S.

Properties
energy above the lowest of the compared OMol25 structures with the same formula, charge and spin = 3.168 eV
E = -1471.747726 a.u.
SMILES = Cc1ccc([S@@](=O)([O-])=N[C@H](c2ccccc2)[N@H+]2CCC[C@H]2CO)cc1
gap between HOMO and LUMO = 7.938 eV
HOMO level = -7.58 eV
strongest force on any atom = 4.15 eV Å⁻¹

Geometry as XYZ:
```
49
Properties=species:S:1:pos:R:3:forces:R:3
S 0.392597 1.430908 2.117345 -1.1 -2.1 -1.4
O 0.016329 1.939894 3.408586 0.4 0.7 0.4
O -3.524435 3.546455 0.696548 -0.6 0.2 -0.5
O 0.834038 2.371549 1.079940 0.0 0.9 0.0
N -0.724402 0.469184 1.482090 1.0 0.8 0.7
N -1.603605 1.579593 -0.293588 1.0 1.3 -2.8
C -5.342307 -0.240513 2.000260 0.1 0.0 -0.1
C -3.661395 3.129027 -0.668892 0.0 0.2 0.2
C 1.783129 0.317275 2.307063 0.0 0.1 0.3
C -5.008174 -1.525206 2.433266 0.1 0.1 -0.2
C -3.046910 0.147635 1.322665 -0.6 0.5 -0.1
C 3.356989 -0.829076 3.724719 -0.1 0.0 -0.2
C -4.365123 0.599209 1.456514 0.2 -0.4 0.1
C 2.227766 -0.019490 3.589045 0.1 -0.1 -0.4
C 3.572642 -0.949278 1.323232 -0.1 0.0 0.1
C -1.294399 0.929543 -2.587193 0.3 -0.1 0.0
C -1.310124 0.386347 -1.165399 -0.1 0.1 -0.1
C -2.188130 2.172683 -2.575940 -0.5 0.3 -0.4
C -2.293445 2.686823 -1.131621 0.6 -0.2 0.1
C 4.033060 -1.308241 2.595999 -0.3 0.2 0.0
C 2.453423 -0.133281 1.169458 0.1 -0.2 0.3
C -3.695119 -1.980224 2.293213 0.1 0.5 -0.4
C -1.933951 1.171499 1.049404 1.2 -1.3 3.7
C -2.719434 -1.158104 1.716886 -0.4 -0.2 0.1
C 5.240099 -2.190239 2.735398 0.1 0.0 0.0
H 5.014389 -3.108205 3.286807 0.0 0.1 -0.1
H 6.041923 -1.673793 3.271646 0.0 -0.1 -0.1
H -0.666632 2.034074 -0.188125 -0.3 -0.5 0.7
H -1.774767 2.959127 -3.219921 -0.2 -0.2 0.1
H 1.686117 0.351913 4.455306 0.1 0.0 -0.2
H -1.689285 -1.502496 1.632218 -0.4 0.2 0.1
H -2.111051 -0.324858 -0.975272 0.0 -0.1 -0.2
H -1.660597 0.170059 -3.283831 0.1 0.2 0.0
H 4.108932 -1.320630 0.446615 -0.2 0.1 0.2
H -4.409709 2.322794 -0.794440 0.2 0.3 0.1
H -4.576327 1.640825 1.204780 -0.1 -0.5 0.2
H -3.183760 1.931525 -2.969909 0.1 0.0 0.1
H -0.273318 1.190355 -2.893229 -0.2 -0.1 0.1
H -1.623970 3.552834 -1.009004 -0.3 -0.3 0.1
H 2.107959 0.147409 0.176857 0.0 0.0 0.2
H -6.353755 0.134373 2.128565 0.1 -0.1 0.0
H -3.935067 4.007051 -1.286524 0.0 -0.5 0.0
H -3.405488 -2.957730 2.661485 -0.1 0.0 -0.1
H 5.606995 -2.464545 1.744874 0.1 -0.1 0.1
H -2.110576 2.073350 1.669575 -0.2 -0.4 -0.6
H 3.719413 -1.098076 4.719662 -0.1 0.1 -0.3
H -4.321319 4.034812 0.954543 0.3 -0.1 -0.1
H -5.765342 -2.170669 2.878500 0.2 0.2 -0.1
H -0.368886 -0.046953 -0.812359 -0.4 0.1 -0.2
```
Positions in Å, forces in eV/Å.

For each atom in turn, the Löwdin charge in e is: number 1, S, carries 0.59; number 2, O, carries -0.32; number 3, O, carries -0.07; number 4, O, carries -0.37; number 5, N, carries -0.20; number 6, N, carries 0.00; number 7, C, carries -0.09; number 8, C, carries -0.20; number 9, C, carries -0.27; number 10, C, carries -0.09; number 11, C, carries -0.16; number 12, C, carries -0.04; number 13, C, carries -0.04; number 14, C, carries -0.05; number 15, C, carries -0.04; number 16, C, carries -0.14; number 17, C, carries -0.08; number 18, C, carries -0.12; number 19, C, carries -0.19; number 20, C, carries -0.28; number 21, C, carries -0.06; number 22, C, carries -0.07; number 23, C, carries -0.34; number 24, C, carries -0.03; number 25, C, carries -0.06; number 26, H, carries 0.08; number 27, H, carries 0.08; number 28, H, carries 0.14; number 29, H, carries 0.12; number 30, H, carries 0.11; number 31, H, carries 0.11; number 32, H, carries 0.13; number 33, H, carries 0.12; number 34, H, carries 0.11; number 35, H, carries 0.13; number 36, H, carries 0.09; number 37, H, carries 0.12; number 38, H, carries 0.12; number 39, H, carries 0.16; number 40, H, carries 0.10; number 41, H, carries 0.10; number 42, H, carries 0.14; number 43, H, carries 0.10; number 44, H, carries 0.07; number 45, H, carries 0.15; number 46, H, carries 0.12; number 47, H, carries 0.11; number 48, H, carries 0.10; number 49, H, carries 0.12